C2H12CdO5 | ωB97M-V/def2-TZVPD

Properties
HOMO level = -7.47 eV
Orbital gap = 7.117 eV
Energy above the lowest of the compared OMol25 structures with the same formula, charge and spin = 87.9 kJ/mol
Total charge = 0
Max |F| = 3.2 eV/Å

Geometry as XYZ:
```
20
Properties=species:S:1:pos:R:3:forces:R:3
O -19.9960 2.6735 2.8141 -2.45 -0.90 -0.35
O -17.9975 1.1698 4.0224 0.00 -1.99 0.60
H -16.3789 3.7236 -0.4204 0.20 0.17 0.19
O -16.1344 3.2907 4.1462 3.14 -0.09 0.83
H -18.1162 3.4461 -0.4599 -0.08 0.11 -0.18
H -15.4466 3.5266 3.5096 -0.20 -0.04 -0.28
H -18.8687 5.6965 6.6874 0.08 -0.28 0.17
H -18.7844 0.6162 4.0021 -0.07 0.05 -0.04
H -19.6353 6.1371 5.1826 -0.01 0.41 0.05
O -17.3455 3.5915 1.4503 0.54 0.52 0.08
O -18.6908 4.3476 5.0986 0.06 -0.21 0.62
H -17.4135 0.7496 4.6628 0.15 0.15 -0.01
H -15.7367 3.4170 5.0141 -0.33 0.17 0.14
H -17.0548 2.1505 0.0594 0.21 -0.14 -0.48
H -17.8897 6.2882 5.3585 0.24 -0.07 -0.14
C -17.2026 3.2383 0.1133 -0.74 -0.72 0.91
C -18.7458 5.6462 5.5991 -0.64 -0.24 -0.68
Cd -18.0658 3.2388 3.4231 -0.29 2.70 -1.25
H -20.3294 2.0366 2.1723 0.15 0.15 -0.24
H -20.6786 2.7361 3.4952 0.04 0.27 0.06
```
Forces are in eV/Å.

Here are the Mulliken charges for atoms 1 to 4, given in e: -0.497 -0.580 0.216 -0.461